C27H53N7SSbTi as an isolated structure, computed with ωB97M-V with the def2-TZVPD basis set.

The geometry in ORCA input format:
```
! wB97M-V def2-TZVPD RIJCOSX def2/J DEFGRID3
* xyz 1 3
Ti -0.9512 0.1418 -0.2707
C -2.2378 -4.8263 -3.5703
C -0.8659 -4.7237 -2.9273
N -0.9036 -4.1121 -1.6084
C -0.9559 -2.7782 -1.4100
S -1.1075 -2.2966 0.2810
N -0.8582 -2.0055 -2.4646
N -0.8520 -0.6512 -2.1507
C -0.9292 0.1428 -3.1890
C -1.0063 -0.3345 -4.6011
C -0.9455 1.5541 -2.8567
C -0.8941 2.5674 -3.8296
C -0.9261 3.8831 -3.4424
C -1.0090 4.1830 -2.0763
C -1.0229 3.1518 -1.1767
N -0.9711 1.8480 -1.5350
H -2.1673 -5.2865 -4.5552
H -2.6832 -3.8400 -3.6849
H -2.9074 -5.4384 -2.9657
H -0.1874 -4.1304 -3.5417
H -0.4095 -5.7089 -2.8101
H -1.1221 -4.6847 -0.8103
H -1.4763 -1.3140 -4.6441
H -0.0061 -0.4441 -5.0284
H -1.5645 0.3602 -5.2222
H -0.8350 2.3054 -4.8732
H -0.8927 4.6748 -4.1770
H -1.0526 5.2030 -1.7256
H -1.0726 3.3341 -0.1086
C -4.7514 1.1975 3.6877
N -3.3831 0.9275 3.2698
C -2.3597 1.2276 4.2576
C -3.0507 0.6968 1.9824
N -1.8572 0.9790 1.4873
N -3.9949 0.1501 1.1708
C -3.7783 0.1824 -0.2585
C -4.7671 -1.0118 1.6120
H -4.7807 2.1645 4.1934
H -5.1081 0.4329 4.3810
H -5.4031 1.2381 2.8189
H -2.7397 0.9595 5.2412
H -2.1032 2.2920 4.2656
H -1.4702 0.6316 4.0656
H -1.3212 1.5630 2.1209
H -3.5331 1.1877 -0.6080
H -4.7000 -0.1339 -0.7517
H -3.0446 -0.5762 -0.5912
H -4.7519 -1.0924 2.6950
H -4.3267 -1.9186 1.1866
H -5.8003 -0.9163 1.2766
C 1.5626 2.7798 2.0181
C 2.5203 2.2045 0.9705
C 2.3816 3.0394 -0.3069
C 3.9498 2.4083 1.4764
Sb 1.8066 0.1885 0.5578
C 2.1832 -0.9395 2.3640
C 2.3843 -2.4253 2.0588
C 0.9370 -0.8052 3.2465
C 3.3893 -0.4470 3.1639
C 3.0987 -0.6303 -0.9660
C 2.7278 -2.0982 -1.2058
C 2.8360 0.0983 -2.2892
C 4.5793 -0.5317 -0.6158
H 1.8474 3.8114 2.2449
H 1.5799 2.2279 2.9602
H 0.5310 2.8078 1.6572
H 2.3791 4.0986 -0.0334
H 1.4708 2.8420 -0.8767
H 3.2296 2.8932 -0.9735
H 4.1834 3.4740 1.4076
H 4.7011 1.8779 0.8893
H 4.0806 2.1235 2.5190
H 1.5897 -2.8489 1.4449
H 2.3941 -2.9640 3.0097
H 3.3441 -2.6163 1.5761
H 0.0318 -1.1676 2.7504
H 0.7689 0.2293 3.5552
H 1.0732 -1.3965 4.1560
H 4.3078 -0.4130 2.5796
H 3.5577 -1.1340 3.9978
H 3.2203 0.5387 3.5958
H 1.6838 -2.2158 -1.4859
H 2.9323 -2.7528 -0.3591
H 3.3278 -2.4583 -2.0454
H 1.7759 0.0872 -2.5610
H 3.3758 -0.4253 -3.0819
H 3.1789 1.1301 -2.2962
H 4.8238 -1.0265 0.3241
H 4.9263 0.5015 -0.5565
H 5.1662 -1.0209 -1.3985
*
```

Its LUMO energy (spin up / spin down) is -0.0973 / -0.1086 Eh. For the total energy, the calculation gives -79774.5098 eV. Its orbital gap (spin up / spin down) is 6.265 / 7.403 eV.

A 4-piece molecular cluster, C17H35BClNO13S3 overall, computed with ωB97M-V with the def2-TZVPD basis set.

The geometry in ORCA input format:
```
! wB97M-V def2-TZVPD RIJCOSX def2/J DEFGRID3
* xyz 0 1
C 1.5001 3.8296 4.3981
C 1.2554 3.2753 3.1090
C 0.8779 2.5900 1.6386
B -0.3120 1.4142 1.6692
N -1.2843 1.4531 2.8339
O -0.3339 0.3960 0.5697
O 0.1036 3.7178 1.0214
C 1.1800 4.6702 0.6805
O 0.9073 5.9757 0.5795
O 2.4651 3.9365 0.5311
C 2.0479 2.4981 0.4946
C 3.3640 1.5492 0.7228
C 3.1346 0.2614 1.7104
C 3.3394 0.5975 3.3209
Cl 4.5104 -0.9635 1.2844
H 1.6012 4.6802 5.2299
H -2.2473 1.5217 2.3940
H -1.1756 0.5549 3.3538
H -0.1053 -0.5173 0.9537
H 1.6553 2.4316 -0.6307
H 4.3297 2.1218 1.0848
H 3.6406 1.0998 -0.3480
H 2.1386 -0.3281 1.5378
H 2.2631 0.5722 3.8329
H 4.0540 -0.1918 3.8588
H 3.7196 1.7105 3.4553
O 0.4658 -2.5339 1.9740
S -0.1480 -3.6688 2.6311
O -1.2737 -3.5203 3.5281
O 1.0102 -4.5350 3.3823
C 1.8546 -3.8778 4.3179
C 1.1367 -3.6233 5.6304
C -0.5723 -4.8751 1.4014
H 2.2504 -2.9478 3.8955
H 2.7077 -4.5393 4.4997
H 0.3273 -2.8993 5.5045
H 1.8290 -3.2264 6.3797
H 0.6891 -4.5464 6.0127
H 0.2853 -5.0278 0.7423
H -1.4199 -4.4905 0.8309
H -0.8520 -5.8059 1.9002
O 2.0999 0.0070 -2.8217
S 1.0944 -1.0342 -2.8585
O 1.2647 -2.2912 -2.1621
O 0.7097 -1.3432 -4.4117
C 1.7497 -1.6921 -5.3155
C 2.2133 -3.1214 -5.1035
C -0.4628 -0.3364 -2.3732
H 2.5851 -0.9881 -5.2346
H 1.3417 -1.5951 -6.3266
H 2.7040 -3.2382 -4.1336
H 2.9275 -3.4159 -5.8790
H 1.3634 -3.8112 -5.1216
H -0.6232 0.5930 -2.9243
H -0.4218 -0.1343 -1.3011
H -1.2554 -1.0577 -2.5852
O -2.8363 1.9957 -4.1182
S -3.3918 2.5168 -2.8868
O -3.2318 1.8322 -1.6220
O -4.9738 2.8360 -3.1136
C -5.8195 1.7939 -3.5815
C -6.1365 0.7993 -2.4800
C -2.8485 4.1934 -2.6841
H -5.3755 1.2955 -4.4501
H -6.7498 2.2627 -3.9181
H -5.2425 0.2490 -2.1748
H -6.8803 0.0709 -2.8183
H -6.5194 1.3132 -1.5924
H -3.0038 4.7332 -3.6210
H -1.7861 4.1751 -2.4335
H -3.4142 4.6529 -1.8704
*
```

Its LUMO energy is 0.0026 Eh. As for the SMILES: C#C[C@@]1(B(N)O)OC(=O)O[C@H]1C[C@H](C)Cl.CCOS(C)(=O)=O.CCOS(C)(=O)=O.CCOS(C)(=O)=O. For the total energy, the calculation gives -92000.7228 eV. Its orbital gap is 9.658 eV.

C5HO3Yb as an isolated structure, computed with ωB97M-V with the def2-TZVPD basis set.

The geometry in ORCA input format:
```
! wB97M-V def2-TZVPD RIJCOSX def2/J DEFGRID3
* xyz 0 2
O 0.4510 1.5001 0.2064
O 4.3815 0.3992 -0.3588
C -0.5004 0.7259 -0.0096
O -3.0532 0.1418 -0.0334
C -1.7532 0.1195 0.0554
C -0.6589 -0.6865 -0.0876
C 0.3833 -1.6113 -0.1062
C 1.5845 -1.9647 -0.0774
H -3.3867 1.0479 -0.1056
Yb 2.5521 0.3280 0.5168
*
```

Its LUMO energy (spin up / spin down) is -0.0307 / -0.0292 Eh. For the total energy, the calculation gives -42865.9130 eV. Its orbital gap (spin up / spin down) is 8.263 / 7.012 eV.